Record 1
Entry from the Open Molecules 2025 dataset: C24H41KNO6P3S4 as an isolated structure at a distorted geometry (ωB97M-V/def2-TZVPD).

Last column: Löwdin charge in e.
Cartesian coordinates (Å):
K (-0.042, -0.801, 0.418)  0.652
S (1.202, 1.057, 2.057)  0.230
S (-0.301, -4.708, -1.669)  0.186
S (0.000, 3.252, -1.700)  0.994
S (2.353, -6.872, -1.590)  0.116
P (1.176, -5.573, -0.665)  -0.199
P (-2.869, -1.796, -0.195)  0.758
P (-2.770, 1.097, -0.449)  0.808
O (2.231, 1.334, 3.053)  -0.369
O (2.079, -4.453, 0.130)  -0.349
O (0.478, 2.320, 1.679)  -0.458
O (0.190, 0.078, 2.524)  -0.525
O (1.788, 0.498, 0.795)  -0.567
O (0.492, -6.357, 0.587)  -0.357
N (-0.418, 2.049, -0.847)  -0.416
C (-1.096, 7.121, -0.854)  -0.110
C (-0.341, 4.852, -0.819)  -0.371
C (-4.510, -1.005, 0.151)  -0.455
C (-0.821, 5.941, -1.526)  -0.115
C (-4.539, 0.427, -0.364)  -0.452
C (0.146, -4.668, 2.328)  -0.046
C (-3.327, -3.536, 0.241)  -0.312
C (-0.417, 6.109, 1.212)  -0.068
C (3.905, -2.988, 0.512)  -0.034
C (-2.560, 1.382, 1.341)  -0.274
C (2.611, 3.004, -0.669)  -0.039
C (3.936, 3.405, -0.578)  -0.057
C (4.415, 4.436, -1.369)  -0.108
C (-3.299, 2.817, -0.940)  -0.285
C (-0.139, 4.926, 0.549)  -0.050
C (-0.889, 7.209, 0.513)  -0.110
C (1.788, 3.656, -1.567)  -0.357
C (3.256, -3.949, -0.474)  -0.531
C (0.478, -6.115, 1.979)  -0.470
C (-2.957, -1.954, -2.014)  -0.301
C (1.786, -6.586, 2.613)  -0.053
C (2.938, -3.260, -1.792)  -0.083
C (2.261, 4.666, -2.389)  -0.116
C (3.582, 5.060, -2.288)  -0.108
H (-0.258, 6.167, 2.279)  0.104
H (-0.342, -6.765, 2.333)  0.136
H (-5.180, 1.054, 0.268)  0.059
H (3.848, -2.891, -2.261)  0.078
H (-4.950, 0.462, -1.381)  0.067
H (1.589, 5.133, -3.097)  0.096
H (-3.419, -3.638, 1.324)  0.028
H (2.462, -3.975, -2.464)  0.027
H (2.009, -7.597, 2.277)  0.076
H (-2.517, -4.177, -0.108)  -0.040
H (2.599, -5.934, 2.304)  0.070
H (-3.319, 2.899, -2.026)  0.028
H (-3.968, -2.220, -2.331)  0.039
H (5.446, 4.751, -1.278)  0.089
H (-4.289, 3.050, -0.544)  0.026
H (-1.099, 8.137, 1.031)  0.090
H (4.031, -3.464, 1.481)  0.073
H (-1.592, 1.848, 1.522)  0.010
H (-3.367, 2.012, 1.724)  0.046
H (-2.256, -2.731, -2.317)  -0.016
H (1.011, -4.025, 2.194)  0.074
H (0.215, 4.051, 1.087)  0.080
H (1.714, -6.573, 3.700)  0.071
H (3.929, -4.805, -0.672)  0.095
H (2.252, -2.430, -1.615)  0.079
H (4.590, 2.897, 0.115)  0.110
H (3.965, 5.846, -2.926)  0.090
H (-0.644, -4.317, 1.668)  0.064
H (-0.975, 5.869, -2.594)  0.098
H (-5.316, -1.616, -0.282)  0.067
H (-2.549, 0.423, 1.854)  0.027
H (-0.190, -4.601, 3.362)  0.080
H (-1.475, 7.976, -1.400)  0.090
H (-4.627, -1.016, 1.241)  0.071
H (-4.260, -3.852, -0.231)  0.030
H (-2.581, 3.535, -0.555)  0.002
H (4.880, -2.693, 0.131)  0.076
H (-0.018, 2.045, 0.117)  -0.046
H (2.235, 2.194, -0.049)  0.068
H (-2.660, -1.003, -2.449)  0.013
H (3.282, -2.103, 0.638)  0.078

HOMO-LUMO gap	6.482	eV
LUMO level	3.936	eV
net charge	-2
ΔE to the lowest compared entry with this formula, charge and spin	1.7318	eV
highest occupied orbital energy	-2.55	eV



Record 2
Entry from the Open Molecules 2025 dataset: C4H10N2O2 as an isolated structure at a distorted geometry (ωB97M-V/def2-TZVPD).

Last column: Löwdin charge in e.
Cartesian coordinates (Å):
O (-1.504, -0.433, 2.272)  0.018
O (1.998, -0.691, -1.152)  -0.104
N (1.214, 1.780, -1.033)  0.008
N (-1.382, -0.908, 0.045)  0.041
C (1.179, -0.999, -0.039)  -0.224
C (-0.150, -0.230, -0.285)  -0.324
C (-1.934, -1.014, 1.298)  -0.335
C (-0.122, 1.266, 0.151)  -0.094
H (1.107, 2.805, -1.149)  0.041
H (1.769, 0.257, -1.321)  0.000
H (-0.234, 1.352, 1.244)  0.125
H (-2.836, -1.710, 1.284)  0.144
H (-0.328, -0.134, -1.442)  0.177
H (1.491, -0.747, 1.043)  0.141
H (-0.916, 1.768, -0.340)  0.108
H (1.243, -2.101, -0.031)  0.122
H (-1.621, -1.565, -0.648)  0.117
H (1.027, 1.304, 0.104)  0.039

HOMO-LUMO gap	9.964	eV
LUMO level	0.494	eV
ΔE to the lowest compared entry with this formula, charge and spin	6.8332	eV
highest occupied orbital energy	-9.47	eV



Record 3
Entry from the Open Molecules 2025 dataset: C31H42BF2N5O3RhS as an isolated structure at a distorted geometry (ωB97M-V/def2-TZVPD).

Last column: Löwdin charge in e.
Cartesian coordinates (Å):
Rh (-0.480, 0.101, 0.322)  0.921
S (-1.169, 2.391, -0.475)  0.681
F (-0.222, -2.771, 0.953)  0.203
F (-1.919, -2.203, -0.456)  0.175
O (2.528, 0.213, 4.541)  -0.094
O (5.839, -1.157, -0.742)  -0.086
O (0.260, -1.364, -2.160)  -0.136
N (-3.280, 1.043, 0.284)  0.025
N (3.702, -0.062, 0.216)  0.166
N (1.409, 0.143, -0.124)  0.005
N (-2.796, 1.009, -2.025)  0.038
N (2.264, -0.064, 2.005)  0.180
C (1.051, -0.302, -2.527)  -0.224
C (4.920, 0.220, 0.890)  -0.145
C (1.081, 0.140, 2.727)  -0.149
C (1.235, 0.258, 4.119)  -0.218
C (2.053, 1.132, -4.182)  -0.062
C (7.309, -0.108, 0.893)  -0.007
C (6.286, 1.320, 2.537)  -0.079
C (-0.022, -2.338, -3.169)  -0.049
C (2.439, 0.027, 0.686)  -0.323
C (-1.291, 0.282, 3.013)  -0.102
C (7.414, 0.732, 2.001)  -0.071
C (-5.558, 2.208, -3.189)  -0.101
C (-4.720, 0.723, 0.332)  -0.147
C (-1.136, 0.387, 4.379)  -0.065
C (6.967, -1.789, -1.340)  -0.054
C (0.139, 0.383, 4.945)  -0.013
C (2.589, 1.922, -3.182)  -0.065
C (5.037, 1.074, 1.971)  -0.025
C (-2.494, 1.337, -0.762)  -0.849
C (-5.044, -2.445, 0.691)  -0.089
C (1.623, 0.464, -1.509)  -0.220
C (6.067, -0.368, 0.343)  -0.224
C (-5.069, -0.061, 1.589)  -0.185
C (2.361, 1.586, -1.855)  -0.028
C (-0.176, 0.175, 2.172)  -0.227
C (1.278, 0.025, -3.858)  -0.010
C (-4.269, 0.047, -3.787)  -0.188
C (-3.407, -0.225, -2.567)  -0.163
C (-5.617, 0.716, -3.513)  -0.250
C (2.766, 0.309, 5.944)  -0.049
C (-4.447, -1.452, 1.681)  -0.252
B (-0.882, -1.828, 0.296)  -0.724
H (-3.977, -0.725, -1.796)  0.086
H (-6.119, -2.555, 0.852)  0.082
H (3.800, -0.344, -0.748)  0.149
H (0.903, -2.684, -3.630)  0.107
H (-2.125, 1.426, -2.657)  0.119
H (8.200, -0.544, 0.463)  0.109
H (-2.594, -0.902, -2.825)  0.104
H (-2.933, 1.493, 1.119)  0.095
H (2.362, 1.240, 6.341)  0.099
H (-6.128, 0.175, -2.708)  0.103
H (7.637, -1.049, -1.781)  0.101
H (2.327, -0.541, 6.468)  0.102
H (-4.590, -3.431, 0.796)  0.081
H (7.508, -2.391, -0.610)  0.098
H (-4.969, 2.421, -2.295)  0.050
H (-0.683, -1.934, -3.938)  0.089
H (6.364, 1.986, 3.386)  0.108
H (3.175, 2.798, -3.424)  0.111
H (-2.004, 0.467, 5.020)  0.112
H (-4.892, -2.138, -0.347)  0.055
H (-6.560, 2.609, -3.028)  0.076
H (-5.110, 2.766, -4.015)  0.079
H (-0.513, -3.166, -2.670)  0.100
H (-3.367, -1.381, 1.535)  0.068
H (-4.590, -1.826, 2.696)  0.117
H (6.574, -2.435, -2.118)  0.095
H (-4.442, -0.921, -4.264)  0.118
H (2.755, 2.212, -1.062)  0.129
H (-5.255, 1.674, 0.333)  0.134
H (-4.776, 0.538, 2.460)  0.113
H (2.223, 1.375, -5.223)  0.113
H (-5.018, 0.193, -0.561)  0.085
H (0.854, -0.576, -4.647)  0.107
H (3.077, -0.273, 2.564)  0.140
H (-3.697, 0.647, -4.505)  0.119
H (4.165, 1.574, 2.373)  0.116
H (-6.158, -0.143, 1.628)  0.123
H (3.843, 0.297, 6.069)  0.096
H (0.258, 0.464, 6.015)  0.108
H (8.388, 0.930, 2.427)  0.111
H (-2.291, 0.259, 2.601)  0.064
H (-6.238, 0.584, -4.402)  0.109

HOMO-LUMO gap	7.269	eV
LUMO level	-2.863	eV
net charge	+1
ΔE to the lowest compared entry with this formula, charge and spin	1.1461	eV
highest occupied orbital energy	-10.13	eV



What is the highest occupied orbital energy in the second record?
-9.47 eV